1.
DFT (ωB97M-V/def2-TZVPD) results for a 2-piece molecular cluster, C3H10N2S overall.

Values from the calculation:
⟨S²⟩: 0.753
LUMO energy (spin up / spin down), eV: -5.7 / -6.5
Multiplicity: 2
Net charge: +1
Relative energy (zero: lowest compared OMol25 entry of this formula, charge and spin), kcal/mol: 55.2
HOMO (spin up / spin down), eV: -12.502 / -12.480
Electronic energy, eV: -17078.7662
M, g mol⁻¹: 106.194

XYZ file:
```
16
C3H10N2S | the Open Molecules 2025 dataset | ωB97M-V/def2-TZVPD
C -2.03 -1.82 0.55
N -2.64 -1.94 -0.57
H -2.02 -2.54 1.37
H -1.23 -1.00 0.53
H -2.24 -1.34 -1.32
H -3.21 -2.77 -0.80
C 1.78 1.61 0.20
C 0.62 0.81 0.81
S 0.88 -1.00 0.67
N 1.99 1.49 -1.29
H 2.79 1.32 0.66
H 1.67 2.63 0.44
H -0.25 1.14 0.23
H 0.65 1.03 1.89
H 1.21 1.89 -1.86
H 2.04 0.48 -1.51
```

Here are the Mulliken charges for atoms 1 to 2, given in e: number 1, C, carries 0.3572; number 2, N, carries -0.1860

=====

2.
DFT (ωB97M-V/def2-TZVPD) results for a 2-piece molecular cluster, C3H10N3O overall.

Values from the calculation:
LUMO energy, eV: 4.2
Net charge: -1
Relative energy (zero: lowest compared OMol25 entry of this formula, charge and spin), kcal/mol: 15.9
HOMO, eV: -3.503
Electronic energy, eV: -9791.1250
M, g mol⁻¹: 104.133

XYZ file:
```
17
C3H10N3O | the Open Molecules 2025 dataset | ωB97M-V/def2-TZVPD
N -1.98 0.53 -0.68
C -2.30 1.71 -0.14
N -3.35 2.39 -0.49
H -2.63 0.05 -1.27
H -1.04 0.08 -0.43
H -1.59 2.06 0.61
H -3.42 3.21 0.10
C 3.01 -0.56 1.03
N 2.54 -1.58 0.09
C 1.02 -1.70 0.16
O 0.39 -0.55 -0.18
H 3.74 0.10 0.58
H 3.45 -1.04 1.92
H 2.17 0.06 1.37
H 2.68 -1.25 -0.85
H 0.80 -1.99 1.21
H 0.79 -2.54 -0.51
```

Here are the Mulliken charges for atoms 1 to 2, given in e: number 1, N, carries -0.4285; number 2, C, carries 0.1218

=====

3.
DFT (ωB97M-V/def2-TZVPD) results for a 2-piece molecular cluster, C3H10N4 overall.

Values from the calculation:
LUMO energy, eV: 0.9
Relative energy (zero: lowest compared OMol25 entry of this formula, charge and spin), kcal/mol: 131.9
SMILES string: C#CCN.NNN
HOMO, eV: -8.904
Electronic energy, eV: -9227.8632
M, g mol⁻¹: 102.141

XYZ file:
```
17
C3H10N4 | the Open Molecules 2025 dataset | ωB97M-V/def2-TZVPD
C -0.26 -1.87 -1.07
N -1.05 -0.79 -1.42
C -0.22 -2.32 0.66
C -0.12 -2.18 1.85
H -0.63 0.12 -1.24
H -2.01 -0.84 -1.09
H 0.77 -1.73 -1.37
H -0.80 -2.88 -0.89
H -0.02 -2.11 2.90
N 0.62 1.43 -0.30
N 0.36 2.76 -0.71
N 0.38 1.22 1.09
H 1.59 1.23 -0.55
H 0.76 3.43 -0.06
H -0.64 2.89 -0.70
H 0.07 0.26 1.23
H 1.20 1.39 1.67
```

Here are the Mulliken charges for atoms 1 to 2, given in e: number 1, C, carries -0.4510; number 2, N, carries -0.4547